13
Properties=species:S:1:pos:R:3:forces:R:3 method="wB97M-V/def2-TZVPD" spin_multiplicity=1 e_tot_ha=-174.40913 charge=0 lumo_ev=1.16 e_above_lowest_kj_mol=115.3
C 1.44629 -0.67679 1.80267 -0.4796 -0.8235 -0.1478
C 0.06513 -0.73811 1.18696 -1.5113 -0.3653 -0.1666
H 2.09569 -0.13602 1.14225 0.4412 0.6818 0.0309
H 1.41904 -0.29871 2.81755 0.1896 0.3579 0.0347
H 1.87327 -1.68061 1.85034 -0.0739 -0.0723 0.0856
H -0.66034 -1.37489 1.71375 0.5273 -0.2275 0.2265
H 0.06721 -1.13521 0.16960 0.2673 0.0731 -0.0347
H -0.51151 0.18971 1.13992 0.6362 0.3789 -0.0423
C -1.31209 0.77463 -2.34789 0.5975 1.1451 -0.2594
N -0.47599 1.67313 -2.03111 0.3384 -0.4321 0.0743
H -1.07263 -0.25084 -2.09348 -0.4302 -0.1644 0.0929
H -2.17741 1.08654 -2.92842 -0.3706 -0.7682 -0.0616
H -0.75668 2.56718 -2.42214 -0.1318 0.2164 0.1676

=====

22
Properties=species:S:1:pos:R:3:forces:R:3 method="wB97M-V/def2-TZVPD" spin_multiplicity=1 e_tot_ha=-383.60491 charge=+1 lumo_ev=-3.74 e_above_lowest_kj_mol=557.3
C -0.20384 -0.32769 -2.44000 -0.0461 -1.5400 -0.6571
C 0.56090 -1.00753 -1.55136 0.8896 -1.0840 -1.4158
C -1.53849 -0.62294 -0.35946 0.4701 0.7245 -2.9905
C -2.35997 -0.11707 0.73040 -1.0856 -1.2037 1.7257
C 1.14637 1.74822 0.37121 0.5669 0.6672 -1.3366
C 1.73323 -0.48419 1.12068 -0.6662 1.9131 -0.9562
C 0.58281 0.44188 0.62329 -0.0829 -3.3092 3.0180
N -0.84879 0.47663 -1.41095 -2.3068 -1.0690 -0.4358
N -0.11658 -0.28184 -0.45975 1.5210 -0.0335 0.9981
H -0.47614 -0.48712 -3.53812 0.4881 0.7589 1.8393
H 1.34288 -1.87358 -1.56842 -1.7037 1.9578 0.4257
H -1.77001 -1.63670 -0.78220 0.3379 1.2552 0.1700
H -2.46980 0.93864 0.96481 0.5885 0.1029 -0.4881
H -1.85615 -0.62550 1.58902 -0.7372 0.4017 0.0447
H -3.40795 -0.52875 0.70000 1.1599 0.2224 -0.2504
H 2.03744 1.58100 -0.26133 -0.2343 0.5565 0.2683
H 0.41622 2.29534 -0.22186 0.2241 1.0136 0.5755
H 1.46661 2.08827 1.37611 -0.3457 0.5853 -0.8963
H 2.63045 -0.22469 0.55778 0.1394 -0.1301 0.3643
H 1.49044 -1.47251 0.93466 -0.3501 -2.2160 -0.0515
H 1.80353 -0.31011 2.16616 0.6155 -0.0131 0.8415
H -0.16314 0.43024 1.45932 0.5577 0.4397 -0.7928

=====

16
Properties=species:S:1:pos:R:3:forces:R:3 method="wB97M-V/def2-TZVPD" spin_multiplicity=1 e_tot_ha=-234.37171 charge=0 lumo_ev="0.32 / 0.05" e_above_lowest_kj_mol=606.0
C 1.70980 1.56084 -0.36354 1.0013 -4.0848 -0.5419
C -1.69355 1.17881 0.74368 -0.4717 1.1328 1.4460
C 1.30778 0.29466 -0.54005 1.0794 1.2410 1.4017
C -1.47650 0.05735 0.19983 0.2495 -1.7377 -2.1581
C 2.14652 -0.91249 -0.28862 0.6289 -1.7382 -0.6329
C -2.28662 -1.10039 -0.09232 2.2419 -4.1430 -0.0140
H 2.76774 1.75745 -0.24917 0.2227 -0.0129 0.0976
H 1.08908 2.34586 -0.34509 -2.2772 2.8754 -0.1278
H -2.57494 1.35889 1.35333 -0.1383 0.3355 -0.2081
H -0.86053 1.80410 0.74442 0.9096 1.6812 0.4187
H 2.15321 -1.60733 -1.20686 -0.4186 0.6587 1.5144
H 1.78099 -1.47204 0.66266 0.7135 0.8326 -1.7643
H 3.27707 -0.67926 -0.20282 -1.7477 0.0878 0.2544
H -1.96347 -1.88158 0.70119 -0.8449 0.9561 -1.0012
H -3.34622 -1.00640 -0.07099 -0.9121 0.5451 0.1790
H -2.03034 -1.69846 -1.04564 -0.2363 1.3702 1.1366

=====

15
Properties=species:S:1:pos:R:3:forces:R:3 method="wB97M-V/def2-TZVPD" spin_multiplicity=1 e_tot_ha=-345.59716 charge=0 lumo_ev="0.49 / 0.78" e_above_lowest_kj_mol=545.6
C -1.33053 1.02319 -0.32389 0.1298 0.1181 -0.0396
C -0.12201 0.42632 0.25532 -0.6795 0.9552 1.1222
C 0.09122 -0.36814 1.51448 -0.4337 0.1427 0.1593
O 1.51841 -0.33673 1.29832 0.2029 0.0042 0.0590
C 1.28975 0.29798 0.03725 0.2115 -0.0474 -0.3610
C 1.00408 -0.62067 -1.10981 -0.2719 -0.0661 -0.6596
O -0.15038 -1.44383 -1.15432 0.4296 -0.6304 -0.3598
H -1.71121 1.76882 0.38460 -0.1583 0.0125 -0.1537
H -1.10542 1.50329 -1.27728 -0.1029 0.0838 0.0803
H -2.12386 0.27781 -0.49346 0.2806 0.0763 0.0227
H -0.27857 -1.39716 1.63860 -0.0155 0.1581 -0.2152
H -0.21735 0.22711 2.39000 0.0788 -0.1839 -0.0291
H 1.90767 1.14587 -0.26178 0.2848 -0.3117 -0.0138
H 1.19970 -0.19269 -2.10158 -0.2695 0.0462 0.3578
H 0.02851 -2.31116 -0.79645 0.3133 -0.3576 0.0305

=====

10
Properties=species:S:1:pos:R:3:forces:R:3 method="wB97M-V/def2-TZVPD" spin_multiplicity=1 e_tot_ha=-301.41420 charge=0 lumo_ev=0.96 e_above_lowest_kj_mol=191.8
C -1.62956 0.08460 -0.05233 0.1564 0.0377 0.0706
C -0.13739 -0.08672 -0.11635 -0.2556 -0.3138 -0.4025
N 0.33402 -0.87048 -1.01923 2.9959 0.3355 0.6863
O 1.94240 -0.70048 -0.66308 -2.2385 -0.0660 -0.2901
C 1.90866 0.13220 0.34043 -0.7200 0.1764 0.1450
N 0.73999 0.54860 0.73502 0.0038 0.0357 0.0339
H -2.17982 -0.50723 -0.79409 0.4621 0.0832 0.1344
H -1.94780 -0.22847 0.94410 -0.1175 0.2764 -0.0563
H -1.84336 1.14141 -0.22660 -0.1344 -0.0962 0.2553
H 2.81288 0.48658 0.85213 -0.1523 -0.4689 -0.5764

=====

For each record above, in turn, the calculated largest force on an atom values are 1.56; 4.48; 4.71; 1.62; 3.09 eV/Å.